Entry 1:
Formula: C4H7N3O2
Source: OMol25
Level of theory: ωB97M-V/def2-TZVPD

Geometry as ORCA input:
```
! RIJCOSX wB97M-V def2-TZVPD def2/J DEFGRID3
* xyz 0 1
H -2.696 0.960 -2.256
N -1.510 0.797 -1.820
C -1.863 0.541 -0.657
O -3.529 0.598 -0.843
C -1.279 -0.055 0.583
N -0.076 -0.794 0.299
C 1.037 -0.203 0.419
N 2.220 -0.846 0.107
C 3.460 -0.338 0.373
O 3.658 0.712 0.951
H -3.859 0.534 0.061
H -2.010 -0.757 1.017
H -1.147 0.754 1.324
H 1.158 0.807 0.835
H 2.161 -1.719 -0.407
H 4.277 -0.991 0.015
*
```

Computed properties:
E_HOMO = -10.2 eV
Molecular weight = 129.1 g/mol
SMILES = [H]/N=C(\O)C/N=C/NC=O
Energy above the lowest of the compared OMol25 structures with the same formula, charge and spin = 3.475 eV

Calculated atomic charges, method Löwdin, unit e: 0.203 0.106 -0.313 -0.156 -0.205 0.045 -0.180 0.075 -0.329 0.032 0.039 0.123 0.126 0.148 0.149 0.135

Entry 2:
Formula: C8H10MoN4O7S
Source: OMol25
Level of theory: ωB97M-V/def2-TZVPD

Geometry as ORCA input:
```
! RIJCOSX wB97M-V def2-TZVPD def2/J DEFGRID3
* xyz 2 1
Mo -1.075 0.904 -0.563
O -0.392 0.923 1.686
C -0.534 -0.387 2.259
C -0.118 -1.384 1.233
C 0.405 -2.631 1.568
C 0.766 -3.511 0.557
C 0.629 -3.099 -0.767
C 0.135 -1.840 -1.040
N -0.256 -1.004 -0.058
H -0.978 1.537 2.202
H -1.586 -0.573 2.555
H 0.101 -0.466 3.156
H 0.525 -2.897 2.618
H 1.171 -4.496 0.800
H 0.916 -3.740 -1.602
H 0.051 -1.488 -2.068
N 2.949 0.821 -0.975
N 2.612 2.157 -1.232
C 1.316 2.513 -1.255
O 0.799 3.591 -1.428
O 0.502 1.463 -1.022
H 3.642 0.797 -0.220
H 3.369 0.414 -1.819
H 3.309 2.881 -1.435
N -1.936 0.136 -3.582
C -1.643 0.452 -2.468
O -4.318 2.243 0.089
S -3.094 1.865 0.666
O -2.761 1.905 2.052
O -2.657 0.388 0.188
O -1.849 2.523 -0.092
*
```

Computed properties:
E_HOMO = -17.7 eV
Molecular weight = 402.2 g/mol
Energy above the lowest of the compared OMol25 structures with the same formula, charge and spin = 1.173 eV

Calculated atomic charges, method Löwdin, unit e: 1.979 -0.129 -0.109 -0.201 0.051 0.037 0.014 -0.073 -0.043 0.113 0.160 0.165 0.150 0.149 0.144 0.117 0.072 0.044 -0.558 0.191 -0.189 0.121 0.121 0.197 0.185 -0.251 -0.093 0.545 -0.186 -0.401 -0.321

> energy above the lowest of the compared OMol25 structures with the same formula, charge and spin of number 1 (C4H7N3O2)?

3.475 eV

> What is the energy above the lowest of the compared OMol25 structures with the same formula, charge and spin in the first record?

3.475 eV

> Which value of E_HOMO does entry 2 give?

-17.7 eV